(1)
Here is a cluster of 2 separate species, C5H15NO in total from the Open Molecules 2025 dataset. Energies are from ωB97M-V/def2-TZVPD.

Properties
structure (SMILES): CC[C@@H](C)CN.O
2S+1: 1

Each line ends with the natural charge from an NBO analysis.
Geometry (Å):
C 0.96018 -1.42499 1.77093  -0.621
C 0.41818 -0.63874 0.55521  -0.385
C -0.90879 -1.04341 -0.14232  -0.219
C -2.18376 -0.98131 0.76162  -0.620
C -1.00995 -0.24489 -1.45187  -0.221
N -1.54302 -1.07228 -2.61609  -0.813
H 1.52613 -0.80986 2.45236  0.217
H 0.16524 -1.73990 2.46085  0.201
H 1.43002 -2.29056 1.30948  0.210
H 0.45529 0.42416 0.81229  0.187
H 1.12557 -0.85764 -0.23551  0.192
H -0.64758 -2.10455 -0.30440  0.198
H -1.78143 -1.50141 1.64492  0.205
H -2.37163 -0.00242 1.19622  0.202
H -3.06796 -1.42985 0.28089  0.225
H -1.61489 0.65426 -1.45688  0.189
H 0.00093 0.12506 -1.65146  0.168
H -0.68714 -1.36317 -3.11287  0.343
H -1.86882 -0.34241 -3.24322  0.343
O 3.42883 4.54523 0.85796  -0.932
H 4.22743 4.35220 1.39004  0.467
H 2.89303 3.76366 1.00942  0.465



(2)
Here is a structure of composition C22H14Cl5N2OPbS2 from the Open Molecules 2025 dataset. Energies are from ωB97M-V/def2-TZVPD.

Properties
total charge: +1
2S+1: 1

Each line ends with the natural charge from an NBO analysis.
Geometry (Å):
Pb -0.96349 -1.03810 0.67404  1.137
C 3.41334 0.90280 2.14030  -0.681
C 2.14529 0.10386 2.22357  0.290
N 1.18703 0.34093 1.21410  -0.174
N 1.68072 1.00225 0.27215  -0.198
C 0.81921 1.40168 -0.77012  -0.198
S -0.79838 1.10105 -0.89252  0.032
S 1.73315 2.36079 -1.83771  0.503
C 0.71986 2.56960 -3.33801  -0.567
C 0.91255 1.45736 -4.33157  0.023
C 1.89226 1.61009 -5.30926  -0.229
C 2.10338 0.62483 -6.26170  -0.193
C 1.34428 -0.53551 -6.23456  -0.196
C 0.36370 -0.69459 -5.26342  -0.186
C 0.14103 0.29995 -4.32109  -0.244
C 1.87481 -0.76819 3.25281  -0.145
C 2.96728 -1.17495 4.13062  -0.174
C 2.77823 -1.98306 5.18035  -0.187
C 1.45506 -2.45507 5.52738  -0.112
C 0.39317 -2.12365 4.78122  -0.291
C 0.53142 -1.32061 3.58552  0.586
O -0.50341 -1.12021 2.92391  -0.646
H 3.15224 1.95575 2.02778  0.256
H 4.02941 0.79961 3.01950  0.236
H 3.98442 0.63621 1.25049  0.260
H -0.31647 2.74508 -3.05356  0.257
H 1.13440 3.49610 -3.73401  0.253
H 2.49678 2.51028 -5.32822  0.214
H 2.85352 0.76884 -7.02816  0.227
H 1.50538 -1.30681 -6.97606  0.226
H -0.24451 -1.58949 -5.24969  0.221
H -0.65863 0.18245 -3.59834  0.215
H 3.97081 -0.85747 3.90799  0.227
H 3.62530 -2.28491 5.78075  0.239
H 1.33026 -3.09412 6.39227  0.238
H -0.60659 -2.46590 5.00882  0.245
Cl -3.22210 -2.23689 -1.10889  0.033
C -3.95616 -1.13021 0.04902  -0.054
C -3.12529 -0.47434 0.93971  -0.494
C -3.67550 0.42902 1.82331  0.047
Cl -2.61794 1.28191 2.90803  0.024
C -5.04395 0.67860 1.83421  -0.123
Cl -5.71474 1.81470 2.93111  0.083
C -5.86974 -0.00448 0.93752  -0.066
Cl -7.55420 0.29964 0.92860  0.095
C -5.32928 -0.92659 0.03825  -0.094
Cl -6.33792 -1.78820 -1.04642  0.086



(3)
Here is a structure of composition C44H42N4O3P2SSc from the Open Molecules 2025 dataset. Energies are from ωB97M-V/def2-TZVPD.

Properties
total charge: +1
2S+1: 1

Each line ends with the Löwdin charge.
Geometry (Å):
Sc -0.21024 0.98330 0.59236  0.674
O 5.32097 0.35969 0.03954  0.071
C 4.84638 0.43152 -1.21227  -0.268
C 5.74527 0.20044 -2.25489  -0.003
C 5.32364 0.25200 -3.56667  -0.066
C 3.99194 0.52578 -3.87633  -0.088
C 3.10072 0.75040 -2.84978  -0.041
C 3.50299 0.72202 -1.51137  -0.082
C 2.50871 0.95845 -0.45920  -0.397
O 1.26972 1.21782 -0.80529  -0.224
N 2.85621 0.89434 0.79409  0.074
N 1.74861 1.10615 1.61114  -0.052
C 2.00982 1.40187 2.83802  -0.048
C 1.01945 1.68971 3.84051  -0.152
C 1.43947 1.81008 5.17586  -0.034
C 0.54446 2.09365 6.17895  -0.078
C -0.80138 2.28789 5.85075  -0.056
C -1.23891 2.19335 4.54759  -0.004
C -0.34105 1.88572 3.51706  -0.321
O -0.77007 1.80027 2.27287  -0.228
H 4.58414 0.55940 0.65924  0.067
H 6.77444 -0.01313 -2.00028  0.123
H 6.03760 0.07481 -4.36072  0.110
H 3.66149 0.54746 -4.90599  0.103
H 2.05398 0.92029 -3.06384  0.094
H 3.05811 1.43312 3.13497  0.144
H 2.48982 1.67006 5.40423  0.117
H 0.87577 2.17828 7.20396  0.105
H -1.51197 2.52631 6.63212  0.111
H -2.27610 2.35392 4.28492  0.120
C -1.83926 -2.57194 -0.41112  -0.368
C -1.34660 -2.86970 1.00293  -0.360
P -1.00077 -1.36645 2.01525  1.026
C -0.20779 -2.12232 3.45982  -0.359
C 1.12069 -1.81814 3.73950  -0.089
C 1.77943 -2.44276 4.78967  -0.062
C 1.11346 -3.37942 5.56334  -0.065
C -0.20752 -3.70473 5.27942  -0.062
C -0.86367 -3.08618 4.22901  -0.097
C -2.63272 -0.75506 2.53752  -0.353
C -3.46095 -0.21926 1.54593  -0.113
C -4.68099 0.34814 1.87186  -0.061
C -5.08771 0.39713 3.19860  -0.067
C -4.26259 -0.10851 4.19071  -0.068
C -3.03643 -0.67383 3.86630  -0.086
P -0.92715 -1.19278 -1.23118  1.027
C -1.80808 -1.10672 -2.81840  -0.365
C -2.38374 0.10005 -3.20447  -0.095
C -3.11310 0.18662 -4.38346  -0.077
C -3.27298 -0.93293 -5.18377  -0.067
C -2.71551 -2.14656 -4.79868  -0.063
C -1.99332 -2.23543 -3.62068  -0.099
C 0.72711 -1.88150 -1.59172  -0.344
C 1.19015 -2.12336 -2.88300  -0.081
C 2.48381 -2.58132 -3.09393  -0.068
C 3.33839 -2.79201 -2.02410  -0.063
C 2.89774 -2.53339 -0.73383  -0.060
C 1.60672 -2.07837 -0.52205  -0.117
H -2.88577 -2.25753 -0.39553  0.082
H -1.78737 -3.47203 -1.02632  0.089
H -0.39533 -3.40629 0.96480  0.084
H -2.05407 -3.51142 1.53152  0.094
H 1.64527 -1.09678 3.12753  0.079
H 2.81221 -2.19852 5.00052  0.110
H 1.62383 -3.86559 6.38400  0.111
H -0.72463 -4.44466 5.87557  0.111
H -1.89161 -3.35056 4.01151  0.111
H -3.14963 -0.22237 0.50510  0.072
H -5.30863 0.76003 1.09270  0.112
H -6.04070 0.83864 3.45773  0.110
H -4.56710 -0.05625 5.22780  0.112
H -2.39188 -1.03391 4.65639  0.103
H -2.28305 0.96419 -2.56091  0.045
H -3.56917 1.12658 -4.66853  0.105
H -3.84211 -0.86811 -6.10169  0.110
H -2.84962 -3.02508 -5.41555  0.112
H -1.56607 -3.18746 -3.32979  0.110
H 0.55042 -1.94290 -3.73589  0.098
H 2.82814 -2.75871 -4.10428  0.113
H 4.34960 -3.13662 -2.19412  0.115
H 3.56472 -2.66739 0.10797  0.118
H 1.29999 -1.85294 0.49422  0.067
S -1.74423 2.76582 -0.56551  0.699
C -1.19561 3.24647 -2.12766  -0.776
N -0.01347 2.90921 -2.61471  0.055
C 0.47590 3.35041 -3.91927  -0.139
C -0.69892 3.57922 -4.85292  -0.150
C -1.68747 4.51910 -4.18581  -0.151
N -2.01765 4.00028 -2.86121  0.025
H 0.58142 2.32565 -2.02630  0.078
H 1.14327 2.58108 -4.30365  0.114
H 1.06049 4.26642 -3.80066  0.134
H -1.18348 2.62510 -5.07178  0.113
H -0.35240 4.00751 -5.79198  0.125
H -2.61055 4.59434 -4.75835  0.126
H -1.26365 5.52274 -4.09854  0.128
H -2.89167 4.24806 -2.42741  0.128



(4)
Here is a cluster of 2 separate species, C30H29N4O in total from the Open Molecules 2025 dataset. Energies are from ωB97M-V/def2-TZVPD.

Properties
total charge: +1
2S+1: 1

Each line ends with the natural charge from an NBO analysis.
Geometry (Å):
C 6.46417 -3.08545 2.85190  -0.249
O 5.59554 -1.96121 3.15954  -0.506
C 4.24298 -2.07199 3.12161  0.318
C 3.49349 -0.88641 2.88141  -0.231
C 2.19628 -0.97049 2.41317  -0.238
C 1.54795 -2.21679 2.47108  0.178
N 0.18328 -2.30706 2.24503  -0.408
C -0.63552 -1.29340 1.77360  0.101
N -1.87412 -1.69347 2.15411  -0.382
C -3.12612 -0.99182 2.06706  -0.410
C -1.86177 -3.00057 2.62628  -0.083
C -0.59535 -3.41151 2.63410  -0.065
C 2.23019 -3.36443 2.88358  -0.242
C 3.57541 -3.32149 3.22729  -0.278
H 7.44972 -2.63147 2.91653  0.210
H 6.36342 -3.88251 3.59438  0.182
H 6.28396 -3.45845 1.83918  0.185
H 4.01487 0.04961 3.03701  0.232
H 1.66431 -0.07500 2.05902  0.236
H -3.03603 -0.05608 1.51005  0.231
H -3.84214 -1.60133 1.50356  0.212
H -3.52446 -0.77513 3.07315  0.214
H -2.77635 -3.51812 2.83360  0.230
H -0.20815 -4.34469 2.98682  0.230
H 1.70795 -4.32724 2.92753  0.213
H 4.08318 -4.24534 3.54135  0.230
C 1.81865 -2.17899 -4.00353  -0.410
N 0.91717 -1.23516 -3.37003  -0.314
C 0.75023 -1.05263 -2.02584  0.107
C -0.20819 -0.03167 -1.79103  -0.222
C -0.59379 0.49421 -0.53056  0.047
C -0.86098 1.85806 -0.34726  -0.204
C -0.67936 2.91456 -1.28151  0.160
N -1.34857 4.03098 -0.87972  -0.312
C -1.51732 5.23534 -1.66923  -0.414
C -1.95329 3.79300 0.36412  0.190
C -1.59919 2.48423 0.75578  -0.075
C -2.14469 1.97053 1.91194  -0.192
C -3.26078 2.60672 2.49434  -0.209
C -3.67112 3.86313 2.02194  -0.193
C -2.97429 4.50690 0.98161  -0.247
C -0.66097 0.38691 -3.11788  -0.004
C 0.08320 -0.35919 -4.07148  0.122
C -0.12391 -0.26606 -5.44392  -0.232
C -1.12543 0.61165 -5.88975  -0.198
C -1.85577 1.36794 -4.96420  -0.205
C -1.65133 1.24412 -3.57879  -0.234
H 1.58689 -2.23722 -5.06816  0.226
H 2.86704 -1.87312 -3.89771  0.221
H 1.71343 -3.17256 -3.56009  0.224
H 1.36097 -1.58655 -1.30651  0.236
H -0.63438 -0.17035 0.36450  0.271
H -0.11992 2.89836 -2.20330  0.243
H -2.24926 5.88847 -1.18416  0.231
H -0.55975 5.75993 -1.77517  0.229
H -1.86288 4.96400 -2.67375  0.225
H -1.68643 1.06556 2.31351  0.238
H -3.82407 2.12913 3.30449  0.230
H -4.53185 4.35969 2.46722  0.232
H -3.23347 5.50323 0.62047  0.225
H 0.44315 -0.87900 -6.13871  0.226
H -1.35690 0.68343 -6.95599  0.232
H -2.60986 2.06166 -5.32964  0.223
H -2.25966 1.80262 -2.87399  0.217



(5)
Here is a structure of composition C11H20N2O5 from the Open Molecules 2025 dataset. Energies are from ωB97M-V/def2-TZVPD.

Properties
2S+1: 1

Each line ends with the natural charge from an NBO analysis.
Geometry (Å):
C -1.99755 1.94197 0.45005  -0.138
C -0.81750 1.67938 -0.38114  0.665
C -2.74603 0.46290 0.78207  -0.421
C -3.68865 0.10351 -0.41308  -0.550
C -4.25950 -1.24816 0.08114  0.781
C 1.28296 0.29125 -0.49433  -0.170
C 0.54059 -0.95448 -1.05171  0.793
C 2.58925 0.13636 0.39338  -0.203
C 2.48203 -1.10157 1.43622  -0.683
C 3.84261 -0.11894 -0.50502  -0.429
C 5.17117 -0.23732 0.28450  -0.632
H -2.70598 2.88821 -1.29199  0.406
H -3.82454 2.50665 0.01169  0.354
H -1.81103 2.44742 1.48098  0.214
H -1.92034 -0.46945 0.90839  0.262
H -3.29796 0.74344 1.73320  0.242
H -3.23481 -0.16102 -1.50531  0.280
H -4.66058 0.84562 -0.71048  0.255
H -4.77656 -3.17809 -0.30329  0.512
H 0.00536 0.09481 0.97343  0.413
H 1.53674 0.96302 -1.40011  0.250
H 2.61371 1.14932 0.89009  0.235
H 3.21496 -1.06516 2.38919  0.249
H 1.56117 -1.03704 2.14671  0.217
H 2.23475 -2.10977 1.04003  0.229
H 3.79425 0.57489 -1.28649  0.216
H 3.64993 -1.25373 -0.79873  0.206
H 5.60165 -1.40124 0.54599  0.241
H 6.11379 0.43210 -0.41377  0.218
H 4.91571 0.45491 1.24275  0.212
H 0.56708 -2.32314 -2.25775  0.502
N -2.91460 2.83362 -0.22404  -0.846
N 0.27882 1.09035 0.19390  -0.635
O -0.94466 1.84180 -1.62046  -0.629
O -4.34136 -1.74882 1.26782  -0.647
O -4.67402 -2.10186 -0.88649  -0.686
O -0.51212 -1.42694 -0.63408  -0.630
O 1.13124 -1.54479 -2.07329  -0.653



For each record above, in turn, the calculated Kohn-Sham gap values are 10.335; 5.444; 7.637; 5.904; 9.387 eV.